15
Properties=species:S:1:pos:R:3:forces:R:3:lowdin_charge:R:1 method="wB97M-V/def2-TZVPD" smiles="C=C1C[C@H]2C[C@@H]2S1" energy_ev=-17181.5304 homo_lumo_gap_ev=8.915 homo_ev=-8.07 relative_energy_kcal_mol=113.93
S -0.33438 -1.19243 0.66486 -0.3528 0.2898 0.9439 0.91
C -2.44144 0.14461 -0.77476 1.0420 1.7640 -2.7544 -0.04
C -1.18382 0.10012 -0.23769 -1.8701 -0.4277 -2.3351 -0.60
C -0.15252 1.15443 -0.87964 0.5828 -1.7554 0.4072 -0.15
C 1.17447 0.36719 -0.62057 0.1318 2.9302 2.7526 -0.29
C 0.91517 0.08483 0.88653 2.1082 -0.5766 -0.9688 -0.55
C 2.34588 0.44866 0.42497 1.4284 -1.0588 -0.0503 -0.08
H -3.30583 -0.54454 -1.06145 1.4548 0.7510 1.5512 0.07
H 1.22305 -0.46456 -1.23260 0.0479 -1.7475 -0.7189 0.08
H -0.20499 2.07032 -0.30535 0.0120 0.4189 -0.4238 0.11
H 2.79719 1.48771 0.64135 -1.2285 -1.7729 0.3006 0.11
H -2.40228 1.07818 -1.56234 -0.7994 -2.2451 2.0302 0.10
H 0.51848 0.88285 1.47316 -0.4935 0.5471 -0.0513 0.08
H 3.22921 -0.39887 0.55662 -2.4864 2.1693 -1.2108 0.15
H -0.45122 1.16880 -1.94022 0.4227 0.7136 0.5278 0.10

=====

43
Properties=species:S:1:pos:R:3:forces:R:3:lowdin_charge:R:1 method="wB97M-V/def2-TZVPD" energy_ev=-68816.9726 total_charge=-1 homo_lumo_gap_ev="4.773 / 4.768" homo_ev="-2.25 / -2.25"
Ti -0.35510 -0.73309 -0.00797 0.0532 0.1119 -0.2861 1.15
Cl -5.53176 1.10010 -4.54952 0.0094 -0.0011 0.0098 0.58
O -2.02369 -1.49798 0.82127 -0.0681 0.0112 0.0105 -0.12
O 1.58460 -0.63216 0.20238 -0.0101 -0.2235 -0.0122 -0.16
O -0.66370 -1.69974 -1.50452 -0.0661 0.0354 0.2189 -0.23
O -1.18802 0.76097 -0.60190 -0.1353 -0.1028 0.0878 -0.17
N -1.47652 -0.53799 2.82605 -0.0010 -0.0314 0.0597 0.08
N -0.23892 -0.48392 2.19930 -0.0221 -0.0998 -0.1106 -0.07
C 4.82355 -0.33155 1.76030 -0.0029 0.0079 0.0326 -0.10
C -4.23125 0.97410 -3.36853 -0.0058 0.0391 0.0161 -0.69
C -1.65691 -1.49067 -2.38485 0.0639 0.0218 0.0525 -0.21
C 2.13788 -0.22954 2.49284 -0.0249 -0.0260 -0.0185 -0.15
C -6.03947 -1.67390 1.86464 -0.0120 -0.0007 0.0001 -0.08
C 3.84798 -0.51914 0.80781 -0.0141 0.0606 -0.0584 -0.02
C -2.18191 0.79633 -1.52328 -0.0767 0.0812 -0.0985 -0.30
C -4.70782 -1.56528 1.49165 0.0112 0.0014 -0.0087 -0.01
C -5.45902 -1.07614 4.11881 -0.0135 -0.0040 -0.0041 -0.10
C 2.47862 -0.46485 1.13802 0.0525 0.0973 0.0530 -0.34
C -3.74719 -1.20727 2.43170 -0.0400 -0.0133 -0.0015 -0.14
C -4.12941 -0.96030 3.74793 0.0195 0.0023 -0.0020 -0.04
C -3.45185 -0.14341 -3.36490 -0.0030 -0.0093 -0.0061 -0.10
C 0.76688 -0.23791 2.95117 0.0259 0.0560 0.0410 -0.06
C 3.15306 -0.03826 3.43910 0.0150 0.0047 0.0098 -0.06
C -6.41785 -1.43277 3.17773 0.0148 0.0006 -0.0004 -0.11
C -2.39477 -0.30881 -2.41405 0.0434 -0.0740 -0.0135 -0.19
C -2.33200 -1.07351 1.99560 0.0417 0.0203 0.1045 -0.44
C -3.00479 1.91589 -1.56981 0.1526 0.0283 0.0424 -0.04
C -4.04591 2.03387 -2.47203 -0.0240 -0.0115 -0.0441 -0.16
C 4.48574 -0.08238 3.09426 -0.0042 -0.0037 -0.0184 -0.12
H -1.88106 -2.31596 -3.05020 0.0329 0.0312 -0.0481 0.09
H 4.10054 -0.70771 -0.22780 0.0032 -0.0031 0.0029 0.11
H -2.80241 2.70628 -0.85604 -0.0155 0.0036 -0.0044 0.11
H 0.57947 -0.06475 4.01187 -0.0038 0.0009 -0.0076 0.12
H -4.69176 2.89902 -2.49050 0.0005 -0.0001 -0.0036 0.08
H -3.37110 -0.67558 4.46437 -0.0006 0.0002 0.0021 0.10
H -5.75170 -0.88490 5.14405 0.0022 0.0003 0.0006 0.09
H -7.45799 -1.51832 3.46787 -0.0004 0.0007 0.0016 0.09
H 5.25454 0.06673 3.84054 0.0007 -0.0001 0.0006 0.09
H 2.86507 0.14134 4.46969 -0.0039 -0.0010 -0.0014 0.10
H 5.86666 -0.37804 1.46994 -0.0012 -0.0011 -0.0056 0.10
H -3.63908 -0.93177 -4.08309 0.0050 -0.0079 0.0074 0.10
H -4.39287 -1.74142 0.47144 -0.0002 -0.0017 0.0009 0.12
H -6.78399 -1.94199 1.12556 0.0020 -0.0008 -0.0011 0.10

=====

28
Properties=species:S:1:pos:R:3:forces:R:3:lowdin_charge:R:1 method="wB97M-V/def2-TZVPD" energy_ev=-18728.8447 multiplicity=2 homo_lumo_gap_ev="2.925 / 10.986" homo_ev="-2.59 / -10.82" relative_energy_kcal_mol=89.46 s_squared=0.75
O -0.78801 -2.00478 1.72912 -1.3187 -2.7428 0.9924 -0.14
O 0.59541 1.28751 2.90826 0.0965 -1.4854 -6.2172 -0.07
O 0.30597 -1.76896 -1.17473 -0.9441 -0.2427 -0.5376 -0.13
O 3.63785 1.36095 -1.34018 0.3151 -4.7965 2.4281 -0.09
O 1.79206 -1.77835 -3.30289 2.0650 -1.7114 -0.0869 -0.12
O -0.37432 2.95734 -0.99625 -9.6673 -10.5133 -0.5531 0.02
O -0.54371 0.67601 0.93449 -1.3160 -2.0209 2.3927 -0.07
O -2.13404 -1.08451 -0.23602 -5.9086 1.1885 0.1095 -0.11
O -3.04439 0.56837 1.74045 -0.7864 -2.9958 -2.1579 -0.04
H 0.90638 1.68302 3.61355 2.0190 2.7348 6.5639 -0.04
H 0.16562 3.56257 -0.98290 8.8045 9.9446 -0.4270 -0.13
H -0.02225 0.36175 1.82084 -1.4605 1.1714 -1.9080 0.08
H -3.43090 -0.23168 1.11935 1.4422 2.4764 2.0271 0.16
H 2.66889 -2.12428 -2.92262 -1.7427 1.1486 -0.5565 0.09
H 3.83504 2.22528 -1.30079 0.6914 5.4452 -0.7936 -0.07
H 1.29952 1.63190 2.25594 -1.4049 -0.8208 0.5316 0.09
H 1.44640 -2.62410 -3.64674 -0.0096 0.4945 -0.0919 0.04
H 0.22321 -1.77088 -2.17329 0.7057 0.4360 1.7435 0.05
H -1.01465 -3.01344 1.84921 0.8677 2.8953 -0.4443 0.11
H -3.61564 1.33618 1.56919 0.3953 0.0456 -0.1173 0.09
H -1.28336 -1.31248 -0.44014 3.7060 -1.8716 -1.5550 -0.09
H 4.04472 1.18146 -0.42995 -1.0403 -0.7088 -1.6322 0.06
H -1.78899 0.51624 1.28478 1.2844 1.2552 -0.0520 0.15
H -0.74331 2.74634 -1.87953 0.8293 0.6297 0.9083 0.07
H 0.96047 -1.10029 -0.91723 0.2229 0.0016 -0.5208 0.02
H -2.71064 -1.17525 -1.02428 0.9378 0.0480 0.4379 0.08
H -0.52800 -0.15372 0.42946 0.3180 0.4160 -0.4366 0.00
H 0.14070 -1.95218 1.51289 0.8981 -0.4215 -0.0471 -0.02

=====

10
Properties=species:S:1:pos:R:3:forces:R:3:lowdin_charge:R:1 method="wB97M-V/def2-TZVPD" smiles="O=C=CCC=O" energy_ev=-8305.8587 homo_lumo_gap_ev=9.551 homo_ev=-9.27 relative_energy_kcal_mol=28.10
O 1.98379 1.38062 0.74239 0.3898 -1.0674 -0.0072 0.06
O -2.89616 -1.30096 0.50441 1.9416 0.9543 -0.5307 0.16
C 0.96232 1.19281 0.14260 0.2893 0.5158 -0.8122 -0.28
C -1.77740 -0.96162 0.34666 -0.4261 -0.8275 0.4751 -0.15
C 0.46558 -0.02879 -0.64847 0.3719 -0.0845 -0.8497 -0.17
C -0.46446 -0.74658 0.29975 -0.4026 -0.2357 0.1252 -0.11
H 1.24740 -0.71972 -1.01284 0.1397 0.2826 0.9030 0.12
H 0.29183 2.04526 0.11670 -1.0053 0.2384 -0.1024 0.11
H 0.11225 -1.13635 1.14875 -0.7436 -0.0716 -0.0619 0.13
H 0.07486 0.27532 -1.63994 -0.5546 0.2956 0.8609 0.12

=====

17
Properties=species:S:1:pos:R:3:forces:R:3:lowdin_charge:R:1 method="wB97M-V/def2-TZVPD" energy_ev=-88387.9159 homo_lumo_gap_ev=9.302 homo_ev=-8.55 relative_energy_kcal_mol=33.75
Br 3.76275 -0.89849 0.14349 -0.0737 0.2291 0.0625 0.63
P 1.63766 1.01829 -1.11626 0.9942 -0.5487 0.0719 0.92
F 3.22088 1.61728 0.98390 -0.0531 -0.3504 -0.0959 -0.11
O -0.68959 0.62208 -0.35267 -0.3540 0.0483 0.0302 -0.40
C -1.29783 1.05464 0.83971 -0.0386 0.1320 0.1596 -0.10
C -0.64956 -1.81933 -0.07488 -0.0335 0.3715 -0.0814 -0.07
C -1.17363 -0.61488 -0.84575 -0.0770 -0.2533 -0.0173 -0.30
C 2.83772 0.75477 0.02408 -0.2436 0.3071 -0.3785 -1.18
H -1.12564 0.36237 1.66809 0.0042 0.0055 -0.0052 0.09
H -1.02867 -2.73156 -0.52544 -0.0401 -0.1467 -0.0420 0.08
H -0.83184 -0.65364 -1.88058 -0.0888 -0.0647 -0.0094 0.10
H -2.27151 -0.59887 -0.83486 0.0622 0.0125 -0.0818 0.12
H -0.96878 -1.79249 0.96408 -0.0202 -0.0610 0.0929 0.07
H -0.84968 2.01618 1.08583 -0.0490 -0.0159 0.0547 0.09
H -2.37586 1.18456 0.69624 0.0007 -0.0004 0.0329 0.09
H 1.36626 2.31302 -0.66838 -0.0971 0.3835 0.1844 -0.09
H 0.43732 -1.83393 -0.10659 0.1074 -0.0487 0.0225 0.06

=====

44
Properties=species:S:1:pos:R:3:forces:R:3:lowdin_charge:R:1 method="wB97M-V/def2-TZVPD" energy_ev=-63223.8708 multiplicity=3 homo_lumo_gap_ev="6.676 / 6.984" homo_ev="-8.10 / -8.11" relative_energy_kcal_mol=0.00 s_squared=2.02
V -0.11381 0.10009 0.18937 -0.0887 0.0393 0.1106 1.02
O -1.31247 1.29696 -3.49610 -0.0031 -0.0148 0.0721 0.08
O -1.43573 -3.56105 1.37802 0.0972 0.0138 -0.0538 0.08
N -0.49344 2.18008 -0.16268 -0.1771 -0.0515 -0.1643 0.01
N 1.77265 0.25558 0.03034 0.7594 0.0721 0.0200 0.08
N -0.58005 -1.81379 0.10156 -0.1324 0.2109 0.0849 -0.01
N 5.82894 -1.18446 1.01779 -0.0186 -0.0062 0.0294 0.14
N 5.20678 2.55271 -1.39587 -0.0143 -0.0051 -0.0175 0.14
N -0.25704 -0.34296 2.25857 -0.0915 -0.1160 0.0902 0.01
N -0.73811 0.00864 -1.65099 -0.1282 -0.0333 0.0363 -0.02
C 0.00818 0.42497 3.31977 -0.0007 0.0365 0.0907 -0.10
C -1.03798 4.72202 -1.11305 0.0076 -0.0368 0.0183 -0.02
C 4.80196 1.62729 -0.84325 0.0811 0.1457 -0.0561 -0.23
C -1.19032 -1.61612 -3.49388 0.1835 -0.0644 0.0289 -0.01
C -0.90027 -2.11209 3.72520 0.0897 0.0184 -0.0526 0.03
C -1.26479 -3.94822 -2.87703 0.0020 -0.0118 -0.0051 -0.09
C -1.00262 -3.63225 -1.55030 -0.0207 0.0672 0.0191 -0.01
C 2.93702 0.35777 -0.05885 -0.0863 0.0091 0.0351 -0.11
C 4.28383 0.50646 -0.14502 -0.1384 0.0038 -0.0111 -0.26
C -0.62955 -1.31150 4.82049 0.0017 0.0226 -0.0436 -0.02
C -0.86810 2.36720 -1.44042 0.0317 0.1998 -0.0095 -0.16
C 5.13625 -0.42728 0.49629 0.1317 -0.1213 0.0396 -0.22
C -0.67927 -1.60222 2.45706 -0.1096 -0.0726 0.1431 -0.15
C -1.36290 -2.95189 -3.83474 0.0000 -0.0011 -0.0078 -0.09
C -0.93733 -2.45920 1.23130 -0.1086 -0.1078 0.1034 -0.45
C -0.66149 4.52791 0.20829 0.0087 -0.0272 0.0130 -0.04
C -1.14241 3.62506 -1.94964 0.0209 -0.0666 0.0205 0.03
C -0.82877 -2.30160 -1.19428 0.0096 -0.0967 -0.3163 -0.20
C -0.39795 3.24260 0.64007 0.0731 0.0713 0.0298 -0.10
C -0.99571 1.14679 -2.32974 -0.0705 0.1243 -0.1840 -0.44
C -0.89818 -1.28981 -2.17490 -0.2855 -0.2167 -0.0380 -0.19
C -0.15521 -0.02214 4.61567 0.0030 0.0118 -0.0302 -0.04
H 0.08412 0.62880 5.44381 0.0010 0.0081 -0.0028 0.11
H -0.56479 5.35562 0.89555 0.0058 0.0008 0.0047 0.11
H -1.24446 5.71704 -1.48325 -0.0003 0.0064 -0.0032 0.12
H -0.08294 3.05466 1.65818 -0.0171 0.0025 0.0008 0.10
H -1.26590 -3.12511 3.80933 0.0068 -0.0098 -0.0070 0.13
H -0.95060 -4.40013 -0.79496 0.0060 -0.0043 0.0074 0.10
H -1.42734 3.70096 -2.98890 -0.0066 -0.0064 -0.0039 0.13
H -1.39826 -4.98440 -3.15866 -0.0022 -0.0026 0.0009 0.10
H -0.77917 -1.68558 5.82427 -0.0009 -0.0019 0.0072 0.12
H 0.37590 1.42210 3.11487 -0.0004 -0.0042 0.0127 0.10
H -1.57658 -3.21077 -4.86345 -0.0006 0.0006 -0.0025 0.10
H -1.26211 -0.83873 -4.23581 -0.0181 0.0140 -0.0093 0.10

=====

82
Properties=species:S:1:pos:R:3:forces:R:3:lowdin_charge:R:1 method="wB97M-V/def2-TZVPD" energy_ev=-92048.9317 total_charge=+1 homo_lumo_gap_ev="5.120 / 5.255" homo_ev="-8.50 / -8.61" relative_energy_kcal_mol=30.65
Ti 0.01340 0.64335 -0.05168 0.9020 -0.0984 1.2253 1.09
P -0.15878 -1.78475 -2.22708 0.4805 -0.1860 -0.7122 1.11
O 2.99396 -0.34020 -1.40033 0.0584 0.2424 -0.0921 0.10
O 0.84349 -1.05393 0.33387 0.5096 0.0718 0.2988 -0.16
O 0.31929 4.49634 1.41267 0.0801 0.7170 0.1967 0.20
O -0.19080 2.72367 0.26294 -0.5015 -0.2106 -0.8073 0.04
O 2.58014 -2.17411 1.27219 0.2516 -0.7238 0.0623 0.15
O 1.17195 0.98772 -1.50732 0.4370 -0.5470 -1.0111 -0.18
N -1.64148 1.12721 -1.32272 -0.7026 0.5070 -0.0006 0.02
N 1.27171 1.09186 1.42076 -1.0302 -1.0810 -1.2236 0.00
N -1.61914 0.74723 1.35994 -0.8607 0.5039 -0.2285 0.03
N -1.83397 -2.02549 0.99226 -0.4227 -0.1982 -0.2582 0.11
N -0.69160 -2.37732 2.96906 -0.2130 0.0521 -0.0952 0.15
C -1.11220 -3.74934 -4.11196 0.0295 0.0439 -0.0383 -0.08
C -2.29875 -1.82243 -5.72006 0.0356 0.0220 0.0570 -0.08
C 2.12335 0.08768 1.85394 -0.0391 -0.6303 -0.3579 -0.18
C -0.15507 -4.29274 -1.03517 -0.0121 0.0317 0.0176 -0.11
C 1.77404 -5.58071 -0.39242 -0.0004 0.0360 0.0139 -0.07
C 2.20678 2.62513 2.95413 0.3958 0.1000 0.3902 0.02
C 0.46221 3.22234 1.16386 1.1132 -0.2558 1.2298 -0.42
C 0.39566 -5.42814 -0.45632 -0.0025 0.0092 -0.0071 -0.06
C -0.97958 -2.40561 -3.76362 -0.1503 0.0380 0.0172 -0.34
C -3.94000 1.89518 -2.66735 -0.2615 0.0143 0.0649 0.03
C -3.92159 1.08095 2.88561 -0.2972 0.0360 -0.1056 0.03
C 1.94316 -0.03425 -1.90804 -0.1224 0.0532 -0.2435 -0.64
C -2.81896 0.97762 0.76475 0.0733 0.0676 -0.4206 -0.14
C -3.39820 -4.29007 1.41453 0.0459 -0.0796 0.0494 -0.07
C -1.83025 -4.12298 -5.24414 0.0134 0.0072 0.0441 -0.07
C 2.59507 -4.58330 -0.90293 -0.0330 0.0335 -0.0434 -0.08
C -1.65118 -2.79031 2.06231 0.1745 0.0147 0.2488 -0.37
C 1.29101 -0.86384 -3.01087 -0.2325 0.0108 0.5808 -0.20
C 3.01921 0.34161 2.90534 0.0093 -0.0317 -0.1559 0.03
C -5.22917 1.38771 0.77740 -0.0051 -0.0310 0.3094 0.00
C -2.42400 -3.93504 2.31853 0.0030 -0.1138 0.0326 -0.02
C -2.42528 -3.16567 -6.05052 0.0023 0.0286 0.0107 -0.08
C -2.72370 1.93289 -3.28666 0.1288 -0.0069 -0.2083 -0.02
C 1.36926 2.33882 1.93191 -0.5189 0.8614 -0.2920 -0.20
C -3.60149 -3.49887 0.28427 -0.0542 -0.0089 -0.0307 -0.08
C -2.83031 1.18530 -0.67083 0.2046 -0.1255 0.3793 -0.13
C 2.04229 -3.44272 -1.48387 0.0210 -0.1017 -0.1937 -0.10
C 3.04435 1.58785 3.46631 0.1063 0.2943 0.3048 -0.05
C -5.23893 1.58023 -0.55172 0.0397 0.0643 -0.3366 0.00
C -1.57208 0.76162 2.67103 0.1692 -0.2455 0.3355 -0.09
C -4.01385 1.53991 -1.30877 -0.3852 -0.0210 -0.0070 -0.12
C 0.65672 -3.29443 -1.57804 -0.0603 0.0414 0.2196 -0.36
C -2.70634 0.91855 3.47732 0.2054 -0.0609 0.1740 -0.01
C -1.58789 1.53970 -2.57596 0.0621 -0.0892 0.0855 -0.10
C -2.80482 -2.38477 0.13965 0.0714 0.1343 0.0392 -0.17
C -1.59071 -1.45280 -4.58616 0.0068 -0.0810 0.0301 -0.11
C -3.99946 1.13274 1.48036 -0.2856 -0.0021 0.0365 -0.12
C 1.87036 -1.08457 1.12053 0.0773 1.0609 0.7204 -0.46
H -2.75897 -1.06176 -6.34039 0.0379 -0.0398 0.0192 0.11
H -1.92398 -5.17391 -5.49201 0.0322 0.0542 0.0068 0.11
H 1.99982 -1.54214 -3.47190 0.0582 -0.0479 -0.0984 0.10
H -4.81960 1.20719 3.48095 0.0381 -0.0345 -0.0600 0.13
H -0.25538 -6.19301 -0.05014 0.0125 0.0287 -0.0175 0.11
H -1.23424 -4.18296 -1.06114 0.0381 -0.0224 -0.0005 0.09
H 2.37825 -2.79888 0.54792 -0.0209 -0.0115 0.1264 0.09
H 2.20610 -6.46617 0.05722 -0.0133 0.0317 -0.0203 0.11
H -3.99877 -5.17736 1.58263 0.0385 0.0662 -0.0011 0.11
H -4.84427 2.16886 -3.20104 0.0555 -0.0031 0.0598 0.13
H -0.33270 -3.06310 3.60981 0.0406 -0.0365 -0.0084 0.10
H 2.26208 3.62282 3.37831 0.0532 -0.0720 -0.0189 0.12
H -4.34896 -3.74622 -0.45836 0.0152 0.0447 0.0601 0.11
H -2.98285 -3.45995 -6.93129 0.0276 0.0032 0.0420 0.11
H -0.64858 -4.52014 -3.51295 0.0114 0.0028 0.0261 0.09
H -2.62560 2.25233 -4.31594 0.0132 -0.0200 0.0493 0.12
H -0.60255 1.56480 -3.01909 0.0737 -0.0599 -0.0234 0.12
H -2.24603 -4.52176 3.21408 -0.0135 0.0562 -0.0908 0.11
H -2.60030 0.90566 4.55331 0.0278 -0.0101 -0.0367 0.12
H 0.94046 4.79680 2.09189 -0.0797 -0.0302 -0.0336 0.13
H -0.01331 -1.72112 2.61831 0.0604 -0.0829 -0.0658 0.06
H -6.16379 1.80212 -1.07299 0.0776 -0.0088 0.0243 0.13
H -2.93644 -1.73082 -0.71800 0.0278 -0.0217 -0.0470 0.09
H -0.59908 0.62878 3.12653 0.0239 -0.0330 -0.0387 0.12
H 3.71636 1.79859 4.28682 -0.0398 0.0407 -0.0422 0.11
H 3.67327 -4.68428 -0.85372 -0.0454 0.0028 0.0040 0.12
H -6.14593 1.45240 1.35237 0.0512 -0.0098 -0.0253 0.13
H 2.71048 -2.66857 -1.84261 -0.0327 -0.0489 -0.0077 0.10
H -1.50987 -0.40166 -4.33920 -0.0116 0.0285 -0.0023 0.07
H 0.86263 -0.20557 -3.76397 -0.0373 0.0148 -0.0491 0.08
H 3.67322 -0.44860 3.25439 -0.0370 0.0509 -0.0354 0.13